C3H8N2O | the ωB97M-V functional and the def2-TZVPD basis

Output
**E_HOMO (spin up / spin down)**: -0.273 / -0.273 Ha
**Calculated total energy**: -8262.284 eV
**Kohn-Sham gap (spin up / spin down)**: 7.45 / 7.45 eV
**Energy above the lowest of the compared OMol25 structures with the same formula, charge and spin**: 7.042 eV

Each line ends with the natural charge from an NBO analysis.
CARTESIAN COORDINATES (ANGSTROEM)
O1 -3.8721 0.2895 0.4088  -0.602
N1 -2.6131 0.0217 0.3321  -0.140
N2 1.1147 -0.4852 -1.2272  -0.762
C1 0.5608 -0.4413 1.2152  -0.691
C2 0.5331 0.1618 -0.1833  0.199
C3 -1.9197 -0.1575 -0.7471  -0.237
H1 1.0115 -0.1021 -2.1671  0.411
H2 -2.4384 -0.0196 -1.6238  0.145
H3 -2.1307 -0.4885 1.0667  0.332
H4 1.2837 -1.5366 -1.1435  0.406
H5 0.3528 1.2369 -0.2030  0.224
H6 1.4154 -0.0501 1.8586  0.243
H7 -0.4603 -0.0686 1.7260  0.244
H8 0.5491 -1.5538 1.1330  0.227

C3H8N2O | the ωB97M-V functional and the def2-TZVPD basis

Output
**E_HOMO**: -0.316 Ha
**Calculated total energy**: -8265.725 eV
**Kohn-Sham gap**: 9.39 eV
**Energy above the lowest of the compared OMol25 structures with the same formula, charge and spin**: 3.601 eV

Each line ends with the natural charge from an NBO analysis.
CARTESIAN COORDINATES (ANGSTROEM)
O1 -1.7805 1.0331 -0.9043  -0.492
N1 -0.0748 -0.2596 1.2077  -0.503
N2 -1.3405 -0.0964 1.8063  -0.641
C1 1.5966 0.2964 -0.5807  -0.598
C2 -0.8443 0.3428 -1.0919  0.492
C3 0.2245 -0.3377 -0.3922  -0.189
H1 2.3212 -0.2313 0.0350  0.229
H2 -0.4135 0.0065 -2.2405  0.019
H3 0.3232 -1.0967 1.6334  0.341
H4 -2.0532 -0.7085 1.3975  0.321
H5 1.5637 1.3384 -0.2711  0.228
H6 -1.6283 0.8688 1.6765  0.357
H7 1.9037 0.2534 -1.6229  0.216
H8 0.2021 -1.4091 -0.6528  0.220

C3H8N2O | the ωB97M-V functional and the def2-TZVPD basis

Output
**E_HOMO**: -0.328 Ha
**Calculated total energy**: -8265.270 eV
**Kohn-Sham gap**: 9.36 eV
**Energy above the lowest of the compared OMol25 structures with the same formula, charge and spin**: 4.056 eV

Each line ends with the natural charge from an NBO analysis.
CARTESIAN COORDINATES (ANGSTROEM)
O1 -0.8974 1.1470 1.5008  -0.473
N1 1.1733 -1.2531 0.2604  -0.801
N2 1.5946 0.7466 -0.7882  -0.748
C1 1.8846 -0.1241 0.1029  0.313
C2 -1.4682 0.6383 0.6000  0.693
C3 -2.4216 -0.2120 0.2399  -0.783
H1 2.7639 -0.0473 0.7504  0.157
H2 -2.5772 -0.3807 -0.8104  0.242
H3 -0.8005 0.8389 -1.4161  -0.168
H4 -3.1314 -0.5568 0.9773  0.258
H5 2.2058 1.5524 -0.8291  0.365
H6 0.0601 0.8067 -1.4666  0.136
H7 0.2506 -1.3090 -0.1698  0.412
H8 1.3631 -1.8468 1.0483  0.396

C3H8N2O | the ωB97M-V functional and the def2-TZVPD basis

Output
**E_HOMO**: -0.344 Ha
**Calculated total energy**: -8264.493 eV
**Kohn-Sham gap**: 10.33 eV
**Energy above the lowest of the compared OMol25 structures with the same formula, charge and spin**: 4.833 eV

Each line ends with the natural charge from an NBO analysis.
CARTESIAN COORDINATES (ANGSTROEM)
O1 -0.4522 -0.8541 -0.7411  -0.420
N1 0.5882 -1.7210 -1.1699  -0.492
N2 1.9362 0.6105 0.0311  -0.622
C1 -0.2541 0.0363 0.5079  0.024
C2 0.7376 1.0050 -0.0220  0.107
C3 -1.7026 0.4115 0.7509  -0.620
H1 -1.7747 1.3913 0.8425  0.200
H2 -2.2840 0.1385 -0.0334  0.237
H3 1.0832 -2.2378 -0.4742  0.329
H4 1.3200 -1.0771 -1.4831  0.330
H5 -2.0416 -0.0211 1.5724  0.216
H6 2.5397 1.3241 -0.3627  0.342
H7 0.1634 -0.8119 1.2155  0.197
H8 0.1409 1.8061 -0.6340  0.171

C3H8N2O | the ωB97M-V functional and the def2-TZVPD basis

Output
**E_HOMO**: -0.344 Ha
**Calculated total energy**: -8268.435 eV
**Kohn-Sham gap**: 10.26 eV
**Energy above the lowest of the compared OMol25 structures with the same formula, charge and spin**: 0.891 eV

Each line ends with the natural charge from an NBO analysis.
CARTESIAN COORDINATES (ANGSTROEM)
O1 -1.5786 0.9466 -0.4322  -0.638
N1 -0.1385 -0.7986 -0.4265  -0.607
N2 1.7154 0.9718 0.8304  -0.828
C1 -0.9305 -1.6294 -1.3425  -0.420
C2 0.2879 1.1118 1.0760  -0.321
C3 -0.5596 0.4055 -0.0252  0.663
H1 -0.4946 -1.5366 -2.3386  0.197
H2 0.4974 -1.3476 0.1117  0.401
H3 -1.9628 -1.3117 -1.4363  0.228
H4 2.0730 1.7480 0.2723  0.362
H5 -0.0984 0.7474 2.0241  0.211
H6 -0.1163 2.1242 0.9703  0.203
H7 2.1906 1.2238 1.7053  0.354
H8 -0.8851 -2.6551 -0.9887  0.196

C3H8N2O | the ωB97M-V functional and the def2-TZVPD basis

Output
**E_HOMO**: -0.256 Ha
**Calculated total energy**: -8265.757 eV
**Kohn-Sham gap**: 7.65 eV
**Energy above the lowest of the compared OMol25 structures with the same formula, charge and spin**: 3.569 eV

Each line ends with the natural charge from an NBO analysis.
CARTESIAN COORDINATES (ANGSTROEM)
O1 1.4081 0.0841 -1.6534  -0.593
N1 -0.4511 -0.1545 -0.1987  -0.469
N2 1.7541 -0.7929 0.4220  -0.812
C1 -0.9962 1.1098 -0.7509  -0.410
C2 -1.0697 -0.5427 1.1639  -0.763
C3 1.0181 -0.2581 -0.5612  0.780
H1 1.3574 -0.8773 1.3488  0.425
H2 2.7498 -0.8484 0.2767  0.415
H3 -2.0776 1.0389 -0.6534  0.233
H4 -0.6836 1.2340 -1.7891  0.231
H5 -0.9852 -0.9163 -0.6078  0.464
H6 -0.4621 -1.3918 1.5072  0.137
H7 -0.6273 1.9489 -0.1544  0.209
H8 -0.9862 0.3136 1.8336  0.153

C3H8N2O | the ωB97M-V functional and the def2-TZVPD basis

Output
**E_HOMO**: -0.351 Ha
**Calculated total energy**: -8267.393 eV
**Kohn-Sham gap**: 10.52 eV
**Energy above the lowest of the compared OMol25 structures with the same formula, charge and spin**: 1.933 eV

Each line ends with the natural charge from an NBO analysis.
CARTESIAN COORDINATES (ANGSTROEM)
O1 2.9962 -0.3500 0.2341  -0.517
N1 -0.4253 0.3450 -0.3843  -0.627
N2 -2.7550 0.2249 -0.7080  -0.858
C1 1.9724 0.2640 0.2893  0.440
C2 -1.7188 0.0443 0.2771  -0.041
C3 0.6341 -0.4479 0.2303  -0.344
H1 0.3279 -0.5637 1.2690  0.210
H2 -3.6811 -0.0350 -0.4175  0.372
H3 -2.7539 1.1718 -1.0292  0.364
H4 1.9348 1.3671 0.3209  0.113
H5 -0.6748 0.0065 -1.3110  0.371
H6 -1.9106 0.6993 1.1428  0.151
H7 0.8185 -1.4661 -0.1231  0.210
H8 -1.7029 -0.9652 0.6983  0.157

C3H8N2O | the ωB97M-V functional and the def2-TZVPD basis

Output
**E_HOMO**: -0.320 Ha
**Calculated total energy**: -8266.463 eV
**Kohn-Sham gap**: 9.50 eV
**Energy above the lowest of the compared OMol25 structures with the same formula, charge and spin**: 2.863 eV

Each line ends with the natural charge from an NBO analysis.
CARTESIAN COORDINATES (ANGSTROEM)
O1 1.8233 -1.2504 0.5457  -0.580
N1 -1.0983 1.9017 -1.3932  -0.886
N2 -0.4442 -1.2788 1.2055  -0.755
C1 0.3946 0.5568 -0.0334  -0.509
C2 0.7047 -0.8299 0.6530  0.604
C3 -1.0145 0.6851 -0.6359  -0.215
H1 -0.6289 2.7157 -1.0482  0.371
H2 -0.3949 -1.5179 0.1200  0.403
H3 1.0651 0.6744 -0.8845  0.221
H4 -1.5343 2.0338 -2.2815  0.385
H5 -1.7070 0.6721 0.2122  0.180
H6 -0.1879 -2.1308 1.7244  0.372
H7 0.7238 1.2972 0.6969  0.227
H8 -1.2869 -0.1778 -1.2481  0.182

C3H8N2O | the ωB97M-V functional and the def2-TZVPD basis

Output
**E_HOMO**: -0.341 Ha
**Calculated total energy**: -8267.323 eV
**Kohn-Sham gap**: 10.21 eV
**Energy above the lowest of the compared OMol25 structures with the same formula, charge and spin**: 2.003 eV

Each line ends with the natural charge from an NBO analysis.
CARTESIAN COORDINATES (ANGSTROEM)
O1 -3.0212 -0.2375 0.0907  -0.523
N1 0.5094 0.1948 0.3445  -0.631
N2 2.9057 0.1869 0.1613  -0.826
C1 -0.7466 0.1702 -0.3542  -0.345
C2 1.6410 0.0198 -0.5533  -0.042
C3 -1.9121 -0.3811 0.5008  0.445
H1 3.2116 -0.6735 0.6082  0.354
H2 -1.6483 -0.7182 1.5174  0.116
H3 1.5587 -0.8655 -1.1881  0.162
H4 3.6122 0.3410 -0.5484  0.354
H5 0.6735 1.1064 0.7563  0.368
H6 -0.8155 -0.6245 -1.1052  0.219
H7 -1.0906 1.1117 -0.7808  0.206
H8 1.6768 0.8812 -1.2454  0.142

C3H8N2O | the ωB97M-V functional and the def2-TZVPD basis

Output
**E_HOMO**: -0.308 Ha
**Calculated total energy**: -8264.158 eV
**Kohn-Sham gap**: 9.07 eV
**Energy above the lowest of the compared OMol25 structures with the same formula, charge and spin**: 5.168 eV

Each line ends with the natural charge from an NBO analysis.
CARTESIAN COORDINATES (ANGSTROEM)
O1 -2.4223 -1.3983 0.3449  -0.578
N1 -0.3897 -0.9560 -1.4474  -0.654
N2 -0.7751 -0.0124 -0.4424  -0.335
C1 1.7575 0.4691 0.8408  -0.708
C2 -1.8273 -0.3479 0.4025  0.530
C3 -0.0579 1.1337 -0.2391  -0.211
H1 0.6030 1.2122 0.7799  0.251
H2 -1.1928 -1.0904 -2.0568  0.362
H3 -2.0437 0.4571 1.1196  0.139
H4 1.5573 0.0267 1.8155  0.214
H5 1.9693 -0.2803 0.0876  0.224
H6 2.5135 1.2498 0.8721  0.217
H7 -0.2483 -1.8511 -0.9823  0.361
H8 0.5566 1.3876 -1.0950  0.190

Q: Which of these has the highest calculated total energy?
A: number 1

What did the tenth record say?
C3H8N2O | the ωB97M-V functional and the def2-TZVPD basis

Output
**E_HOMO**: -0.308 Ha
**Calculated total energy**: -8264.158 eV
**Kohn-Sham gap**: 9.07 eV
**Energy above the lowest of the compared OMol25 structures with the same formula, charge and spin**: 5.168 eV

Each line ends with the natural charge from an NBO analysis.
CARTESIAN COORDINATES (ANGSTROEM)
O1 -2.4223 -1.3983 0.3449  -0.578
N1 -0.3897 -0.9560 -1.4474  -0.654
N2 -0.7751 -0.0124 -0.4424  -0.335
C1 1.7575 0.4691 0.8408  -0.708
C2 -1.8273 -0.3479 0.4025  0.530
C3 -0.0579 1.1337 -0.2391  -0.211
H1 0.6030 1.2122 0.7799  0.251
H2 -1.1928 -1.0904 -2.0568  0.362
H3 -2.0437 0.4571 1.1196  0.139
H4 1.5573 0.0267 1.8155  0.214
H5 1.9693 -0.2803 0.0876  0.224
H6 2.5135 1.2498 0.8721  0.217
H7 -0.2483 -1.8511 -0.9823  0.361
H8 0.5566 1.3876 -1.0950  0.190